[1]
ORCA calculation (ωB97M-V with the def2-TZVPD basis set) on 6 unconnected molecules or ions with the total composition C31H52Br10F5IN2O3P.

XYZ file:
```
105
Properties=species:S:1:pos:R:3:forces:R:3:mulliken_charge:R:1
C -4.9824 3.2926 0.7795 0.22 -0.30 -0.09 -1.021
C -4.7528 2.1560 1.7853 -0.29 -0.18 -0.25 -0.772
C -4.0010 0.9343 1.1761 -0.74 1.40 0.98 -0.063
N -2.5801 1.2810 1.1119 -1.07 -0.72 -0.86 0.083
P -1.4571 0.0128 0.5919 0.66 0.29 -0.51 2.041
C -1.5371 -0.8699 2.3081 -0.12 -0.73 -0.49 -1.994
C -2.4355 -2.1021 2.4242 0.06 -0.23 0.88 0.042
O -2.4716 -2.5061 3.8260 -0.10 -0.01 -0.10 -0.670
C -1.3179 0.6831 -1.2447 -0.16 0.97 -0.40 -0.751
C -2.6446 0.9991 -1.9172 0.34 0.72 -0.13 0.334
C -3.3339 0.0958 -2.9216 -0.38 -0.40 0.53 -1.582
N -3.2299 2.1121 -1.7043 -0.11 0.07 -0.31 -0.565
C 0.0127 1.2091 1.1872 0.53 -0.23 0.39 -0.434
F 0.1506 1.1649 2.5826 -0.38 0.14 -0.11 -0.432
F -0.2644 2.5485 0.9589 0.28 -0.16 -0.37 -0.447
C 1.4105 0.8857 0.6734 0.25 -0.43 0.01 0.731
C 2.3058 0.2242 1.5175 0.34 -0.44 -0.22 0.078
C 3.6060 -0.0691 1.1106 0.58 0.39 -0.19 -0.503
C 4.0658 0.2896 -0.1630 -0.46 -0.01 0.56 -1.074
C 3.1762 0.9520 -1.0043 0.29 -1.02 -0.26 0.298
C 3.6227 1.3891 -2.3781 -0.39 1.26 1.22 0.647
F 2.6180 1.3228 -3.2667 0.46 -0.35 -0.35 -0.114
F 4.7171 0.7645 -2.8270 -0.35 -0.31 -0.29 -0.306
F 3.9652 2.7185 -2.3313 0.04 -0.19 -0.24 -0.323
C 1.8862 1.2505 -0.5791 -0.58 -0.46 -0.77 -0.616
O -0.1707 -1.0831 0.1189 -0.15 -0.92 0.61 -0.254
C -0.6096 -2.3409 -0.3011 0.12 0.19 -0.84 -1.396
C -2.0917 -2.1503 -0.8088 0.95 -0.82 0.72 1.575
C -3.0350 -3.3532 -0.6854 -0.54 -0.17 -0.71 -1.223
C -3.0487 -4.2778 -1.9393 0.10 -0.21 0.94 -0.804
C -2.1588 -5.5105 -1.6532 -0.01 0.40 0.13 -0.956
I -0.7300 -5.9824 -3.2062 -0.37 -0.07 0.20 -0.031
O -2.6367 -1.0743 -0.0949 -0.02 -0.28 0.04 -0.574
H -4.0220 3.7732 0.5648 -0.26 0.11 -0.02 0.135
H -5.7157 4.0340 1.1182 0.24 -0.05 0.13 0.428
H -5.3458 2.8782 -0.1670 0.07 0.09 0.09 0.253
H -5.7236 1.7955 2.1564 0.12 0.09 0.00 0.409
H -4.1934 2.5373 2.6532 -0.14 -0.14 -0.06 0.329
H -4.4654 0.7700 0.2025 0.44 -0.30 -0.02 0.157
H -4.2467 0.1001 1.8539 0.30 -0.19 -0.32 0.015
H -2.3600 1.6180 2.0424 0.46 -0.14 -0.12 0.461
H -1.8730 -0.2032 3.1119 0.28 0.07 -0.18 0.455
H -0.5201 -1.2449 2.4980 -0.13 0.32 0.28 0.820
H -3.4791 -1.9523 2.1424 0.18 0.20 -0.09 0.250
H -2.0640 -2.9800 1.8881 0.05 0.34 -0.21 -0.006
H -1.7202 -2.0772 4.2473 -0.02 -0.05 -0.01 0.392
H -0.7010 0.0180 -1.8568 -0.31 -0.20 0.20 -0.222
H -0.7759 1.6408 -1.2883 -0.16 -0.14 0.26 0.774
H -4.0005 -0.5660 -2.3471 0.28 -0.14 -0.17 0.287
H -2.6598 -0.4985 -3.5438 0.00 0.05 0.20 0.127
H -3.9935 0.6853 -3.5638 0.21 0.06 0.13 0.516
H -2.6882 2.6596 -1.0346 -0.08 -0.14 0.15 0.254
H 2.0322 -0.0916 2.5172 -0.27 0.23 -0.14 0.535
H 4.2855 -0.5749 1.8293 -0.59 1.11 -1.34 0.077
H 5.0910 0.0595 -0.4339 -0.17 0.10 -0.21 0.409
H 1.2544 1.7883 -1.2793 -0.04 -0.05 0.22 0.436
H 0.0310 -2.6102 -1.1609 -0.25 -0.18 0.07 0.338
H -0.4483 -3.1524 0.4314 -0.35 0.31 0.24 0.232
H -1.9307 -2.0060 -1.8902 -0.58 0.75 0.12 -0.354
H -4.0498 -2.9511 -0.5676 0.24 0.10 0.04 0.269
H -2.8612 -3.9884 0.1909 0.11 0.32 0.05 0.545
H -4.0777 -4.6334 -2.0650 0.20 0.04 -0.29 0.287
H -2.7584 -3.7151 -2.8298 0.02 -0.18 0.07 0.537
H -1.5370 -5.3362 -0.7729 0.08 0.05 -0.28 0.370
H -2.7759 -6.3788 -1.4153 0.28 -0.11 -0.42 0.470
Br 3.7347 -2.1593 3.1684 -0.03 -1.28 1.26 -0.039
C 5.1327 -2.4619 4.4889 -0.15 0.07 -0.23 -0.674
C 5.7738 -3.8146 4.3237 0.05 -0.11 0.26 -0.571
Br 4.6376 -5.2354 5.0138 0.01 -0.01 -0.07 -0.151
H 4.6800 -2.3251 5.4662 0.05 -0.07 0.02 0.412
H 5.8618 -1.6721 4.3150 0.04 -0.05 0.01 0.325
H 6.6916 -3.8766 4.9054 -0.01 0.05 -0.01 0.360
H 5.9866 -4.0567 3.2871 -0.05 0.06 -0.01 0.355
Br 3.2179 3.2094 0.9111 0.69 1.83 0.79 0.051
C 2.3618 4.9281 1.2069 0.29 -0.16 -0.15 -0.608
C 2.7799 5.5354 2.5193 -0.28 0.24 0.15 -0.631
Br 1.8812 4.6569 4.0067 0.13 -0.02 -0.03 -0.140
H 1.2895 4.7586 1.1419 0.01 -0.02 0.07 0.263
H 2.6800 5.5566 0.3766 0.00 0.06 0.06 0.408
H 2.4797 6.5809 2.5760 -0.02 -0.02 -0.04 0.382
H 3.8470 5.4579 2.7017 -0.01 -0.07 -0.06 0.378
Br 0.3486 -0.6815 -4.6381 -0.13 -0.04 -0.06 -0.034
C 0.1822 0.5537 -6.1295 0.35 -0.10 0.14 -0.646
C -0.1244 1.9516 -5.6587 -0.30 0.10 -0.20 -0.377
Br -1.9884 2.1012 -5.1314 0.18 0.19 -0.04 -0.127
H -0.5859 0.1557 -6.7867 -0.05 0.08 0.02 0.433
H 1.1455 0.5185 -6.6364 0.00 0.05 0.01 0.229
H 0.0089 2.6667 -6.4688 0.05 -0.06 -0.03 0.403
H 0.4764 2.2572 -4.8071 0.02 -0.11 0.01 0.161
Br 3.2653 -1.5518 -7.3964 0.04 -0.09 0.03 -0.134
C 2.4828 -2.9254 -8.5304 0.05 0.29 -0.10 -0.571
C 1.0009 -3.0645 -8.2979 -0.08 -0.31 0.12 -0.524
Br 0.6198 -4.0224 -6.6514 -0.03 0.03 -0.01 -0.103
H 3.0276 -3.8433 -8.3331 -0.07 -0.02 0.03 0.360
H 2.6801 -2.5992 -9.5499 -0.05 -0.02 0.00 0.336
H 0.5480 -3.6614 -9.0873 0.05 0.03 -0.04 0.340
H 0.4900 -2.1084 -8.2311 0.08 0.03 -0.01 0.259
Br -0.4234 2.5235 9.6230 0.04 -0.07 0.00 -0.150
C 1.3476 2.9515 8.9370 -0.14 0.19 0.16 -0.602
C 1.2886 3.4578 7.5202 0.18 -0.20 -0.21 -0.725
Br 1.0062 2.0152 6.2504 -0.11 -0.02 0.05 -0.063
H 1.9498 2.0544 9.0393 -0.01 0.00 -0.07 0.349
H 1.7308 3.7228 9.6025 0.01 0.01 -0.04 0.366
H 2.2403 3.9038 7.2358 0.00 0.02 0.05 0.367
H 0.4922 4.1782 7.3601 0.00 0.00 0.08 0.419
```
Forces are in eV/Å.

Calculated values
Net charge: -1
HOMO level in eV: -5.027
Gap between HOMO and LUMO in eV: 6.82

---

[2]
ORCA calculation (ωB97M-V with the def2-TZVPD basis set) on a single C5H8O molecule.

XYZ file:
```
14
Properties=species:S:1:pos:R:3:forces:R:3:nbo_charge:R:1
C 2.2331 0.5828 -0.0866 0.29 0.02 -0.06 -0.694
C 0.9851 -0.0969 -0.3667 0.71 -1.12 -1.11 0.065
C 0.1858 -0.9012 -0.8265 0.20 0.20 0.23 -0.117
C -1.2552 -1.0684 -0.6280 0.27 0.14 0.09 -0.484
C -1.6258 0.1070 0.3707 0.30 0.60 0.44 -0.067
O -0.5303 1.0033 0.7480 -1.09 0.03 0.33 -0.704
H 2.5480 0.5190 0.9617 -0.10 -0.05 -0.17 0.219
H 2.9309 0.0131 -0.6992 0.51 0.30 0.12 0.254
H 2.2439 1.6336 -0.3913 -0.09 -0.19 -0.02 0.234
H -1.8078 -1.0045 -1.5793 0.11 0.21 0.39 0.225
H -1.4843 -2.0670 -0.2248 0.00 0.40 0.11 0.222
H -2.3027 0.8002 -0.1269 -0.20 -0.22 0.16 0.189
H -2.0652 -0.2978 1.2830 -0.15 0.06 -0.14 0.178
H -0.0557 0.7768 1.5658 -0.75 -0.39 -0.39 0.479
```
Forces are in eV/Å.

Calculated values
Net charge: 0
HOMO level in eV: -8.600
ΔE to the lowest compared entry with this formula, charge and spin in kcal/mol: 78.98
Gap between HOMO and LUMO in eV: 9.43
SMILES: CC#CCCO

---

[3]
ORCA calculation (ωB97M-V with the def2-TZVPD basis set) on 3 unconnected molecules or ions with the total composition C3H10O3.

XYZ file:
```
16
Properties=species:S:1:pos:R:3:forces:R:3:nbo_charge:R:1
C -0.7647 0.7833 1.7373 -1.80 -0.56 -0.61 -0.632
C -0.2277 -0.3198 0.8699 1.92 -1.25 0.16 -0.316
C 0.0663 -0.4157 -0.4361 -0.05 2.95 0.86 0.130
O 1.1939 -1.0323 -0.8770 -0.48 -1.07 0.12 -0.688
H -1.6644 0.4126 2.2515 0.14 0.30 0.07 0.216
H -1.0705 1.6606 1.1738 -0.01 0.05 -0.17 0.216
H -0.0791 1.1072 2.5096 0.46 -0.20 -0.04 0.221
H 0.3234 -1.0951 1.4141 -0.03 0.22 0.25 0.194
H -0.3728 0.3223 -1.1131 0.03 -0.34 -0.21 0.170
H 1.4025 -0.7335 -1.7638 -0.06 -0.24 -0.32 0.500
H -3.5629 -1.2733 -0.7033 0.50 0.50 0.09 0.468
H -2.1597 -1.0662 -0.0890 0.11 0.00 0.01 0.480
O -2.8517 -0.6151 -0.5857 -0.90 -0.50 -0.20 -0.958
H 2.5938 0.7357 -1.0331 0.09 -0.02 0.22 0.478
H 4.0213 0.9369 -1.5532 -0.26 -0.11 -0.13 0.478
O 3.1525 0.5924 -1.8017 0.34 0.28 -0.10 -0.955
```
Forces are in eV/Å.

Calculated values
Net charge: 0
HOMO level in eV: -8.640
ΔE to the lowest compared entry with this formula, charge and spin in kcal/mol: 30.56
Gap between HOMO and LUMO in eV: 9.33
SMILES: C/C=C/O.O.O